A.
The following is a quantum chemistry calculation of a cluster of 12 separate species, C4H31NO13 in total, from OMol25.

Geometry (Å):
1 O 0.85410 -0.17799 -1.47042
2 O -1.01909 -2.26451 -3.37825
3 O 3.29116 1.78052 1.78014
4 O -1.95708 1.10035 -3.72177
5 O 1.08013 -0.41002 1.96528
6 O 0.39079 2.91398 1.82525
7 O -2.07044 -3.86373 0.35883
8 O 2.72959 -0.22277 4.24357
9 O 2.16260 3.44962 0.07658
10 O 0.87345 -2.14466 0.48035
11 O 3.75589 1.77510 -1.37605
12 O -3.50215 -1.82648 -1.83799
13 O 1.71579 -2.99361 -3.00794
14 N -0.91674 -0.86685 1.01791
15 C -2.77993 0.13250 2.41206
16 C -1.87949 1.28316 0.41860
17 C -1.51556 0.34383 1.60230
18 C 0.43885 -1.07446 1.19168
19 H 1.01889 2.52711 2.44221
20 H 1.83478 0.09027 4.20576
21 H 3.13409 -0.07738 3.39039
22 H -0.65966 0.77328 2.09977
23 H -3.58857 -0.12864 1.71501
24 H 1.45605 0.25817 -0.84492
25 H -2.12806 0.19835 -3.43384
26 H -2.41946 0.73898 -0.35132
27 H -0.60116 -3.11765 -3.50505
28 H -1.87963 -2.35014 -2.94623
29 H 1.96742 3.56225 1.03245
30 H 2.64524 -3.22009 -3.10401
31 H 2.85443 2.10428 -1.50143
32 H -2.65915 -0.55998 3.22958
33 H 0.56946 -2.01714 -0.43409
34 H 4.02721 2.32119 1.49141
35 H 1.55111 4.18595 -0.07371
36 H -1.40616 -3.56274 0.99307
37 H -3.07558 -1.12468 -1.34410
38 H 0.12080 2.29718 1.13946
39 H -3.25044 1.05715 2.76186
40 H -2.42288 2.14989 0.79438
41 H 1.29531 0.15282 -2.26427
42 H -1.44105 -1.43214 0.37001
43 H 1.61962 -2.11860 -3.38620
44 H 4.10957 2.65080 -1.15822
45 H -3.74091 -2.56415 -1.26856
46 H -1.21935 1.39089 -3.19152
47 H -0.99393 1.72896 -0.04276
48 H 3.12002 1.28825 0.96879
49 H -1.48990 -4.13643 -0.36406

LUMO energy ... -0.17 eV
Charge ... 0
Orbital gap ... 10.014 eV
SMILES ... CC(C)NC(=O)O.O.O.O.O.O.O.O.O.O.O.O

***

B.
The following is a quantum chemistry calculation of a cluster of 12 separate species, C4H31NO13 in total, from OMol25.

Geometry (Å):
1 O -2.58866 -1.55648 2.38548
2 O -4.33808 -0.31958 0.72081
3 O 0.51137 -0.19875 -4.59807
4 O 1.51490 -0.98741 -1.68697
5 O -0.62083 4.48502 -0.89282
6 O 1.62882 1.62578 -2.94228
7 O 2.11019 -4.05287 1.22583
8 O 0.20251 -0.48975 3.58651
9 O 2.96025 -3.47333 -1.39203
10 O -1.34948 -3.88896 2.37023
11 O 1.41613 -1.06982 1.87704
12 O 0.30491 4.03834 1.81733
13 O 2.14092 4.44718 -0.13964
14 N -0.58499 0.33181 0.70275
15 C -0.64266 0.77434 -0.68565
16 C -1.39670 -0.31324 -1.49341
17 C 0.22490 1.03384 1.65153
18 C 0.76544 -0.16979 2.40472
19 H -0.82933 -3.67378 1.55949
20 H 2.57696 3.77790 -0.68467
21 H 1.94735 -3.13332 1.54165
22 H -3.81611 -0.96960 1.20736
23 H 1.32377 4.63086 -0.64075
24 H -0.68337 3.53535 -0.78231
25 H -1.95692 -2.28800 2.29165
26 H 2.11013 -1.73257 -1.83913
27 H -1.10548 1.76175 -0.75852
28 H 2.46378 1.36322 -3.34157
29 H -1.51910 -1.22685 -0.85781
30 H -0.24048 1.80779 2.27020
31 H -0.29839 4.77917 1.72261
32 H -0.71886 4.60687 -1.84210
33 H -1.97334 -4.52961 2.01026
34 H 2.18017 -3.87978 -1.80241
35 H 1.47151 0.84116 -2.40243
36 H 2.94949 -3.69026 -0.45328
37 H 0.49871 -0.25291 -3.64770
38 H -2.48040 -0.21599 -1.71965
39 H 1.14682 -4.13093 1.01209
40 H 1.01605 4.43510 1.20494
41 H 1.01495 1.58712 1.10647
42 H 1.60658 -0.82444 -0.73540
43 H 1.06980 0.53725 -4.82871
44 H 0.26664 -1.41045 3.85485
45 H -1.48371 0.03170 1.06227
46 H 0.33890 0.80552 -1.17788
47 H -5.25026 -0.29553 1.01604
48 H -2.99337 -1.87856 3.20671
49 H -0.89140 -0.58450 -2.46363

LUMO energy ... -0.44 eV
Charge ... 0
Orbital gap ... 8.449 eV
SMILES ... CCNCC(=O)O.O.O.O.O.O.O.O.O.O.O.O

***

What should be chosen as the most stable of them? Choose A.

***

A.
The following is a quantum chemistry calculation of a cluster of 2 separate species, C5H16N3 in total, from OMol25.

Geometry (Å):
1 N 1.96778 -0.00706 2.35086
2 N 0.24833 0.31197 0.85615
3 N 0.08994 1.08007 3.05529
4 C -1.32903 -2.67443 -2.75347
5 C -0.69566 1.27197 0.21917
6 C 0.76254 0.48295 2.06703
7 C 0.00902 2.52292 -0.28160
8 C -0.16170 -1.96804 -2.03850
9 H -1.41557 1.53121 0.99074
10 H 2.67002 -0.17558 1.64740
11 H -0.69003 3.32568 -0.41357
12 H 0.46238 2.33784 -1.25430
13 H 2.32139 -0.03930 3.29551
14 H 0.79562 -2.35441 -2.41557
15 H 0.05766 -0.97799 -2.43345
16 H 0.79613 2.76897 0.42971
17 H -1.19828 0.65384 -0.51888
18 H -1.63172 -2.06651 -3.59687
19 H -0.90147 1.23720 2.98981
20 H -1.05542 -3.65256 -3.13065
21 H -0.30936 -2.09760 -0.96989
22 H 0.80779 -0.30676 0.28720
23 H -2.19583 -2.83200 -2.11456
24 H 0.59547 1.62762 3.73242

LUMO energy ... -2.99 eV
Charge ... +1
Orbital gap ... 11.201 eV

***

B.
The following is a quantum chemistry calculation of a cluster of 2 separate species, C5H16N3 in total, from OMol25.

Geometry (Å):
1 N 0.74863 0.84556 -3.02425
2 N -0.20017 0.78381 -0.97206
3 N 2.03796 1.32199 -1.13592
4 C -0.11525 -1.85406 1.40401
5 C -1.58948 -1.62034 1.81115
6 C -2.38320 -0.61558 0.93080
7 C 2.14731 1.69623 0.28488
8 C 0.89232 0.96547 -1.70152
9 H 0.26003 -1.04903 0.78146
10 H 2.90034 1.00124 -1.53117
11 H -0.14145 0.80762 -3.49448
12 H -1.11205 0.63510 -1.36618
13 H -3.41366 -0.95987 0.84642
14 H 1.20726 2.05596 0.68810
15 H -2.44021 0.41433 1.28798
16 H -1.99256 -0.61900 -0.08365
17 H 1.45702 0.59856 -3.69837
18 H -2.13549 -2.55632 1.69633
19 H -1.72692 -1.33986 2.85190
20 H -0.06698 -2.82496 0.92561
21 H -0.21107 0.70373 0.03133
22 H 2.56676 0.87211 0.85423
23 H 2.81240 2.55623 0.32027
24 H 0.49848 -1.81892 2.29312

LUMO energy ... -2.94 eV
Charge ... +1
Orbital gap ... 11.502 eV

***

C.
The following is a quantum chemistry calculation of a cluster of 2 separate species, C5H16N3 in total, from OMol25.

Geometry (Å):
1 N 3.02583 -0.43158 0.10658
2 N -0.90385 0.10146 -0.95353
3 N -0.39721 -0.77304 1.45127
4 C 1.93347 -0.12112 1.12750
5 C 0.95085 -1.27657 1.24263
6 C -2.17056 0.73036 -1.36682
7 C 0.07975 -0.08547 -1.72448
8 C -2.60552 1.77552 -0.33668
9 H 1.01743 -0.44578 -1.30373
10 H -0.39686 -0.01438 2.14896
11 H -1.84230 2.59086 -0.15477
12 H -0.85037 -0.20799 0.15466
13 H -0.00577 0.25952 -2.76194
14 H -2.70883 1.27481 0.64958
15 H -1.04420 -1.48251 1.85384
16 H 3.57238 -1.23870 0.46485
17 H 0.90494 -1.92079 0.32157
18 H 1.21690 -1.97014 2.06475
19 H -2.04714 1.16710 -2.38237
20 H -3.52742 2.33668 -0.54233
21 H 1.33461 0.78834 0.80468
22 H 2.36892 0.19635 2.10636
23 H -2.88511 -0.10771 -1.42304
24 H 3.69147 0.36015 0.11579

LUMO energy ... -3.58 eV
Charge ... +1
Orbital gap ... 9.828 eV

***

What should be chosen as the most stable of them? Choose A.

***

A.
The following is a quantum chemistry calculation of the molecule C15H18N4O2, from OMol25.

Geometry (Å):
1 O -1.41945 1.24601 4.53138
2 O 2.59732 1.52628 2.67582
3 N 1.67809 0.29875 0.23916
4 N -1.04486 -0.31467 0.16387
5 N 0.67229 1.15074 3.70881
6 N -1.31759 0.73093 2.36252
7 C 0.88848 0.67650 1.25616
8 C 1.44620 1.12181 2.55573
9 C -0.29966 -0.38632 -1.01750
10 C -0.70798 0.97349 3.57066
11 C 1.88816 -0.32031 -2.06845
12 C -0.10137 -0.74991 -3.40739
13 C 1.28813 1.48731 5.00398
14 C 2.21581 -0.84251 -4.49954
15 C -0.86583 -0.68426 -2.26249
16 C -0.68070 -1.08156 -4.72045
17 C -1.27664 -1.66594 0.73293
18 C -2.78255 0.85286 2.23384
19 C 1.10729 -0.10958 -0.93582
20 C -0.59063 0.76139 1.08486
21 C 1.29635 -0.61919 -3.30215
22 H 1.42839 2.57468 5.13411
23 H 2.27771 1.03682 5.13006
24 H 2.25635 0.06063 -5.11636
25 H -1.76736 -1.18243 -4.73637
26 H 3.20103 -1.10166 -4.12698
27 H -0.76761 -2.43067 0.13792
28 H -3.15574 1.77033 2.71024
29 H -3.08741 0.92952 1.18898
30 H -0.26454 -2.01916 -5.03172
31 H -0.36418 -0.30034 -5.41374
32 H 0.70549 1.10501 5.85704
33 H 2.94040 -0.13156 -1.97647
34 H -0.89008 -1.71276 1.76840
35 H 1.85367 -1.66505 -5.12438
36 H -2.33056 -1.84941 0.72941
37 H -1.93514 -0.85165 -2.28185
38 H -3.25908 -0.03439 2.63150
39 H -0.83220 1.75026 0.61428

LUMO energy ... -0.71 eV
Charge ... 0
Orbital gap ... 7.681 eV
SMILES ... Cc1cc2c(cc1C)N(C)[C@@H]1C(=N2)C(=O)N(C)C(=O)N1C

***

B.
The following is a quantum chemistry calculation of the molecule C15H18N4O2, from OMol25.

Geometry (Å):
1 O 2.68012 -0.13729 1.02411
2 O -3.45436 -2.09001 -0.13516
3 N 0.02150 0.08029 1.79528
4 N 2.07166 -1.04951 -0.95687
5 N 2.18420 1.89543 -1.37538
6 N 1.39470 2.67593 0.53422
7 C -3.15830 -1.43771 0.84996
8 C -5.56690 -0.79205 1.42574
9 C 2.19242 1.25568 -2.66289
10 C 0.41065 -0.66410 0.71741
11 C 3.24174 2.42379 -0.69062
12 C 2.73384 2.89595 0.48437
13 C -0.70019 -1.31616 0.23653
14 C -1.29202 -0.06781 2.00829
15 C 3.34283 -0.78737 -1.58117
16 C 1.09900 2.07808 -0.58632
17 C -4.16148 -1.09924 1.89243
18 C -5.29033 -2.08111 2.10682
19 C 3.23492 0.13449 -2.80656
20 C 1.81399 -0.59449 0.29839
21 C -1.79329 -0.94968 1.05930
22 H -5.26650 -2.97322 1.49951
23 H -6.11278 -0.02287 1.95052
24 H 4.22060 0.56411 -2.98925
25 H 2.96061 -0.44788 -3.68845
26 H -5.73232 -0.81352 0.35930
27 H 0.65832 0.70724 2.26654
28 H 3.95096 -0.31745 -0.80305
29 H 2.37711 2.00415 -3.44402
30 H 1.18849 0.85071 -2.82003
31 H 3.82350 -1.72543 -1.87846
32 H 1.31984 -1.41929 -1.51427
33 H 0.11295 1.76746 -0.87378
34 H -0.76598 -2.00485 -0.58208
35 H 4.23770 2.41818 -1.08196
36 H -3.79169 -0.56602 2.75532
37 H 3.24500 3.37321 1.29538
38 H -5.64039 -2.23155 3.11654
39 H -1.79008 0.46393 2.79435

LUMO energy ... 0.59 eV
Charge ... 0
Orbital gap ... 9.118 eV
SMILES ... O=C(NCCCn1ccnc1)c1cc(C(=O)C2CC2)c[nH]1

***

What should be chosen as the most stable of them? Choose B.

***

A.
The following is a quantum chemistry calculation of a cluster of 4 separate species, C3H12O4 in total, from OMol25.

Geometry (Å):
1 O 1.22208 -4.66489 0.36768
2 O -0.56819 -1.30675 -1.44463
3 O 6.31949 0.75416 -2.97605
4 O -0.37061 1.16836 0.97292
5 C -2.66266 1.83268 0.87996
6 C -3.92626 1.82765 1.83648
7 C -1.37089 1.49249 1.55448
8 H 0.91850 -3.76799 0.28810
9 H -1.22008 -1.87530 -1.84562
10 H -0.14668 -0.81215 -2.14825
11 H 6.02903 0.55416 -3.87692
12 H -3.85853 2.51623 2.66697
13 H 5.80050 1.52149 -2.73992
14 H -4.02733 0.78107 2.14987
15 H 2.18298 -4.70281 0.48061
16 H -1.36353 1.24441 2.64443
17 H -2.71266 2.88624 0.58946
18 H -2.78802 1.08447 0.10049
19 H -4.79567 2.03622 1.22096

LUMO energy ... 0.67 eV
Charge ... 0
Orbital gap ... 10.360 eV
SMILES ... CCC=O.O.O.O

***

B.
The following is a quantum chemistry calculation of a cluster of 4 separate species, C3H12O4 in total, from OMol25.

Geometry (Å):
1 O -0.59758 -0.43564 0.83162
2 O 2.85930 0.76201 2.91861
3 O -2.07680 -2.06948 -1.88558
4 O 1.84064 -1.30254 -2.67573
5 C -0.69715 0.90138 0.56575
6 C -2.07866 1.39062 0.19782
7 C 0.43480 1.54476 0.32428
8 H 2.85166 -0.19152 2.74580
9 H -1.44712 -0.87788 0.87234
10 H 3.62291 1.03066 2.38373
11 H -2.78595 0.74404 0.73450
12 H -1.91370 -1.78487 -0.97418
13 H -2.23904 1.17753 -0.85786
14 H 1.42537 1.13045 0.49543
15 H -2.16995 -3.02612 -1.87198
16 H -2.20993 2.43807 0.43293
17 H 0.93899 -1.50906 -2.97252
18 H 1.68156 -0.56578 -2.06669
19 H 0.54561 2.61398 0.18736

LUMO energy ... 0.30 eV
Charge ... 0
Orbital gap ... 9.283 eV
SMILES ... C=C(C)O.O.O.O

***

C.
The following is a quantum chemistry calculation of a cluster of 4 separate species, C3H12O4 in total, from OMol25.

Geometry (Å):
1 O 0.27212 1.77853 0.93534
2 O 3.85388 0.99172 2.81096
3 O 6.01644 -3.96924 0.03972
4 O -3.17569 -4.96041 -3.11299
5 C -1.75167 2.68986 -0.07898
6 C -3.08935 1.94571 -0.14604
7 C -0.44223 1.76557 -0.04753
8 H 3.23010 1.09062 3.46728
9 H -1.73488 3.48494 0.80065
10 H -2.83386 -4.16678 -2.85928
11 H -3.43112 -5.50819 -2.32751
12 H -3.41007 1.15511 0.76216
13 H -3.19099 1.44588 -1.19238
14 H 3.59255 1.98654 2.63891
15 H 6.55942 -3.70571 0.74004
16 H -3.81578 2.72741 -0.09228
17 H -0.30496 1.14632 -0.89527
18 H 5.58246 -3.33411 -0.50846
19 H -1.92638 3.43622 -0.93435

LUMO energy ... 0.59 eV
Charge ... 0
Orbital gap ... 10.706 eV
SMILES ... CCC=O.O.O.O

***

D.
The following is a quantum chemistry calculation of a cluster of 4 separate species, C3H12O4 in total, from OMol25.

Geometry (Å):
1 O 1.04519 1.17834 0.00494
2 O 3.21947 -1.79829 2.13810
3 O -1.82715 1.82422 0.90618
4 O 3.17368 -1.69623 -0.92862
5 C -2.12750 0.48881 -2.06832
6 C -1.93862 0.08372 -0.81857
7 C -2.49732 0.62012 0.47478
8 H -3.55633 0.88772 0.30469
9 H -2.42971 -0.07572 1.31761
10 H 3.19699 -1.87234 -1.87467
11 H -2.87327 1.29164 -2.15577
12 H 0.81697 0.51787 0.65448
13 H -1.21062 -0.68804 -0.60305
14 H 0.29426 1.79291 -0.07267
15 H 2.33178 -1.99896 -0.57814
16 H -1.48202 1.58434 1.74722
17 H -1.26731 0.46837 -2.73381
18 H 4.04284 -1.64441 2.58886
19 H 3.08868 -0.96408 1.69676

LUMO energy ... 0.38 eV
Charge ... 0
Orbital gap ... 10.484 eV
SMILES ... C=CCO.O.O.O

***

What should be chosen as the most stable of them? Choose A.